1.
{
  "formula": "C7H18BrI2IrOP2",
  "method": "the ωB97M-V functional and the def2-TZVPD basis",
  "species": ["I", "I", "Ir", "P", "C", "C", "H", "H", "H", "H", "H", "H", "C", "H", "H", "H", "P", "C", "C", "H", "H", "H", "C", "H", "H", "H", "H", "H", "H", "C", "O", "Br"],
  "coordinates": [[-2.099, 4.441, -3.846], [-4.361, 3.059, -3.436], [0.150, -0.169, 0.166], [0.706, -1.606, -1.566], [0.142, -1.166, -3.253], [2.511, -1.847, -1.770], [2.725, -2.595, -2.541], [0.438, -3.974, -2.135], [2.919, -2.170, -0.809], [0.424, -3.672, -0.366], [0.551, -0.190, -3.528], [2.973, -0.895, -2.043], [0.080, -3.312, -1.339], [0.465, -1.915, -3.983], [-1.014, -3.297, -1.339], [-0.949, -1.095, -3.263], [-0.261, 1.084, 2.072], [-1.226, 2.630, 1.884], [-1.170, 0.169, 3.373], [1.871, 0.749, 3.136], [1.020, 2.148, 3.869], [1.822, 2.303, 2.277], [1.260, 1.632, 2.933], [-0.623, -0.753, 3.583], [-1.263, 0.768, 4.286], [-1.356, 3.132, 2.849], [-2.207, 2.396, 1.461], [-2.165, -0.091, 3.002], [-0.707, 3.299, 1.193], [-0.739, 0.986, -0.925], [-1.310, 1.729, -1.627], [1.389, -1.780, 1.685]],
  "e_lumo_ev": [-10.353, -14.098],
  "homo_lumo_gap_ev": [7.218, 5.654],
  "total_charge": 3,
  "energy_ev": -117228.617,
  "multiplicity": 6,
  "homo_ev": [-17.571, -19.751],
  "e_above_lowest_kcal_mol": 0.0
}

2.
{
  "formula": "C40H64CdN6O3S2SbSi3",
  "method": "the ωB97M-V functional and the def2-TZVPD basis",
  "species": ["Cd", "N", "C", "C", "C", "N", "H", "H", "H", "H", "H", "H", "H", "H", "H", "H", "C", "C", "N", "C", "C", "C", "C", "C", "C", "C", "C", "C", "N", "C", "H", "H", "H", "H", "H", "H", "H", "H", "C", "C", "C", "C", "C", "C", "C", "S", "O", "O", "N", "C", "C", "C", "C", "C", "N", "H", "H", "H", "H", "H", "H", "H", "H", "H", "H", "H", "O", "S", "C", "C", "C", "C", "H", "H", "H", "H", "H", "H", "H", "H", "C", "Si", "C", "C", "Sb", "Si", "C", "C", "C", "Si", "C", "C", "C", "H", "H", "H", "H", "H", "H", "H", "H", "H", "H", "H", "H", "H", "H", "H", "H", "H", "H", "H", "H", "H", "H", "H", "H", "H", "H", "H"],
  "coordinates": [[0.416, 0.166, 0.123], [0.301, -0.527, -2.508], [0.067, -0.242, -3.931], [0.826, 0.972, -4.448], [0.251, 2.344, -4.132], [0.167, 2.609, -2.699], [1.303, -0.637, -2.362], [-0.101, -1.423, -2.252], [-1.003, -0.098, -4.088], [0.363, -1.102, -4.545], [0.864, 0.890, -5.538], [1.870, 0.916, -4.109], [-0.756, 2.411, -4.558], [0.862, 3.083, -4.664], [0.111, 3.607, -2.538], [0.998, 2.289, -2.212], [0.455, -1.904, 4.469], [0.171, -1.570, 3.138], [0.332, -0.363, 2.641], [0.802, 0.604, 3.461], [1.141, 0.367, 4.798], [0.955, -0.936, 5.296], [1.641, 1.437, 5.616], [1.768, 2.685, 5.124], [1.394, 2.976, 3.768], [1.465, 4.267, 3.220], [1.064, 4.477, 1.925], [0.604, 3.382, 1.183], [0.535, 2.163, 1.672], [0.918, 1.949, 2.940], [0.297, -2.917, 4.810], [-0.195, -2.331, 2.460], [1.206, -1.154, 6.327], [1.908, 1.217, 6.642], [2.139, 3.492, 5.743], [1.829, 5.085, 3.830], [1.095, 5.460, 1.476], [0.285, 3.501, 0.154], [4.985, -6.300, -3.268], [4.321, -5.297, -2.369], [4.433, -5.389, -0.986], [3.838, -4.452, -0.154], [3.121, -3.407, -0.712], [2.998, -3.293, -2.092], [3.594, -4.235, -2.908], [2.363, -2.207, 0.341], [2.592, -2.639, 1.698], [2.889, -0.897, -0.031], [0.831, -2.071, -0.067], [-0.087, -3.105, 0.104], [0.238, -4.394, 0.559], [-0.762, -5.340, 0.633], [-2.059, -5.005, 0.260], [-2.281, -3.712, -0.164], [-1.334, -2.775, -0.238], [5.193, -7.229, -2.739], [5.934, -5.909, -3.640], [4.362, -6.528, -4.132], [4.993, -6.208, -0.551], [3.926, -4.523, 0.922], [2.428, -2.480, -2.523], [3.492, -4.152, -3.983], [1.243, -4.641, 0.862], [-0.530, -6.339, 0.981], [-2.867, -5.721, 0.300], [-3.275, -3.397, -0.462], [2.146, 1.786, -0.579], [3.554, 2.325, -0.709], [4.594, 1.128, -1.592], [5.857, 0.965, -0.754], [5.383, 0.884, 0.697], [4.409, 2.043, 0.877], [4.763, 1.494, -2.603], [4.005, 0.212, -1.607], [6.515, 1.827, -0.889], [6.412, 0.079, -1.062], [6.208, 0.953, 1.406], [4.863, -0.058, 0.860], [4.921, 2.978, 1.109], [3.621, 1.878, 1.613], [-3.529, -1.474, 2.338], [-3.486, 0.378, 2.079], [-5.256, 0.994, 2.139], [-2.578, 1.147, 3.535], [-2.246, 0.970, -0.126], [-3.773, 0.125, -2.027], [-5.520, -0.050, -1.381], [-3.234, -1.546, -2.695], [-3.705, 1.395, -3.414], [-3.101, 3.419, -0.101], [-2.205, 4.554, -1.294], [-4.917, 3.464, -0.566], [-2.939, 4.144, 1.621], [-3.703, -1.673, 3.399], [-2.596, -1.952, 2.048], [-4.340, -1.938, 1.775], [-5.705, 0.557, 3.036], [-5.856, 0.686, 1.285], [-5.322, 2.077, 2.240], [-3.319, 1.370, 4.308], [-2.052, 2.071, 3.302], [-1.862, 0.442, 3.956], [-5.567, -0.730, -0.529], [-6.141, -0.470, -2.177], [-5.954, 0.905, -1.085], [-4.021, -2.283, -2.525], [-2.331, -1.919, -2.218], [-3.068, -1.486, -3.771], [-3.430, 2.395, -3.085], [-4.683, 1.459, -3.897], [-2.982, 1.090, -4.172], [-2.076, 4.115, -2.281], [-1.225, 4.852, -0.919], [-2.806, 5.461, -1.400], [-5.109, 3.153, -1.593], [-5.252, 4.501, -0.470], [-5.530, 2.856, 0.095], [-1.943, 4.037, 2.049], [-3.651, 3.697, 2.316], [-3.163, 5.213, 1.561]],
  "e_lumo_ev": -2.424,
  "homo_lumo_gap_ev": 7.895,
  "total_charge": 1,
  "energy_ev": -114007.629,
  "homo_ev": -10.319,
  "e_above_lowest_kcal_mol": 19.7
}

3.
{
  "formula": "C34H32AuCl2NO4Sb",
  "method": "the ωB97M-V functional and the def2-TZVPD basis",
  "species": ["Au", "C", "C", "C", "O", "C", "O", "O", "H", "H", "H", "H", "H", "H", "H", "Cl", "C", "C", "C", "Cl", "C", "C", "C", "C", "N", "C", "C", "O", "H", "H", "H", "H", "C", "C", "C", "C", "C", "C", "C", "Sb", "C", "C", "C", "C", "C", "C", "C", "C", "C", "C", "C", "C", "C", "C", "H", "H", "H", "H", "H", "H", "H", "H", "H", "H", "H", "H", "H", "H", "H", "H", "H", "H", "H", "H", "H"],
  "coordinates": [[0.906, -0.572, 0.466], [3.262, -4.132, 3.017], [1.769, -3.987, 2.766], [0.904, -4.464, 3.935], [0.464, -3.786, 0.808], [1.681, -1.374, 3.330], [2.061, -1.658, 4.420], [1.457, -0.362, 2.686], [3.517, -5.158, 3.258], [3.516, -3.497, 3.865], [3.834, -3.817, 2.146], [1.208, -5.452, 4.263], [-0.148, -4.498, 3.652], [1.036, -3.759, 4.753], [0.810, -2.822, 1.551], [2.029, -7.138, 2.224], [1.300, -6.057, 1.082], [0.731, -6.588, -0.013], [0.134, -5.910, -1.176], [-0.432, -7.023, -2.328], [0.053, -4.524, -1.464], [-0.328, -4.068, -2.747], [-0.317, -2.732, -3.056], [0.067, -1.819, -2.093], [0.380, -2.201, -0.839], [0.350, -3.494, -0.555], [1.341, -4.668, 1.459], [1.424, -2.620, 2.429], [0.734, -7.665, -0.091], [-0.630, -4.793, -3.488], [-0.614, -2.381, -4.032], [0.104, -0.760, -2.292], [-0.863, 4.904, -1.559], [0.428, 4.956, -0.788], [1.189, 6.121, -0.840], [2.394, 6.239, -0.165], [2.872, 5.185, 0.595], [2.135, 4.014, 0.661], [0.921, 3.891, -0.022], [0.030, 2.010, 0.128], [-0.670, 1.698, -1.867], [-2.026, 1.565, -2.141], [-2.479, 1.286, -3.423], [-1.563, 1.152, -4.455], [-0.208, 1.300, -4.195], [0.258, 1.570, -2.911], [1.736, 1.732, -2.679], [-1.806, 2.407, 1.089], [-2.057, 3.700, 1.540], [-3.221, 4.001, 2.231], [-4.143, 2.999, 2.479], [-3.892, 1.706, 2.047], [-2.726, 1.386, 1.361], [-2.475, -0.049, 0.974], [-1.312, 5.895, -1.607], [-1.593, 4.232, -1.110], [-0.696, 4.565, -2.583], [0.822, 6.957, -1.422], [2.957, 7.160, -0.230], [3.806, 5.271, 1.133], [2.508, 3.188, 1.255], [-2.751, 1.693, -1.345], [-3.538, 1.191, -3.616], [-1.900, 0.952, -5.463], [0.505, 1.219, -5.006], [2.295, 1.578, -3.600], [2.111, 1.020, -1.935], [1.979, 2.730, -2.306], [-1.337, 4.488, 1.356], [-3.403, 5.011, 2.570], [-5.055, 3.219, 3.016], [-4.611, 0.924, 2.254], [-3.384, -0.640, 1.075], [-1.716, -0.494, 1.626], [-2.127, -0.148, -0.057]],
  "e_lumo_ev": [-3.131, -5.341],
  "homo_lumo_gap_ev": [7.064, 5.628],
  "total_charge": 1,
  "energy_ev": -80722.593,
  "multiplicity": 3,
  "homo_ev": [-10.195, -10.969],
  "e_above_lowest_kcal_mol": 62.5
}

4.
{
  "formula": "C3H15O5",
  "method": "the ωB97M-V functional and the def2-TZVPD basis",
  "species": ["C", "O", "C", "C", "H", "H", "H", "H", "H", "H", "H", "H", "H", "O", "H", "H", "O", "H", "H", "O", "H", "H", "O"],
  "coordinates": [[0.527, -1.220, -1.016], [0.789, 0.062, -1.423], [-0.065, -1.429, 0.391], [0.661, -0.787, 1.551], [1.374, -1.931, -1.090], [-0.261, -1.722, -1.617], [-0.116, -2.529, 0.362], [-1.101, -1.085, 0.408], [1.611, -1.260, 1.810], [0.106, -0.775, 2.495], [0.797, 0.243, 1.182], [-1.201, 2.191, -1.189], [-0.093, 0.756, -1.016], [-1.101, 1.402, -0.672], [-2.403, -0.268, -0.957], [-1.625, -0.788, -2.102], [-2.495, -0.843, -1.727], [-1.095, 2.162, 1.368], [-2.256, 2.223, 2.296], [-1.291, 2.221, 2.316], [2.656, 0.434, -0.490], [3.174, 1.921, -0.546], [3.407, 1.022, -0.335]],
  "e_lumo_ev": 3.772,
  "homo_lumo_gap_ev": 8.749,
  "total_charge": -1,
  "energy_ev": -13592.949,
  "homo_ev": -4.977,
  "e_above_lowest_kcal_mol": 20.8
}

Largest force on an atom / eV/Å: 5.51 0.62 1.85 1.34